# C2N3O4

2 unconnected molecules or ions with the total composition C2N3O4 in a non-equilibrium geometry (the ωB97M-V functional and the def2-TZVPD basis, the Open Molecules 2025 dataset).

The LUMO energy is 3.566 eV. The calculation puts the HOMO energy at -5.4886 eV. As for the net charge: -1. For the energy relative to the best compared isomer or geometry (same formula, charge and spin), the calculation gives 11.3 kJ/mol.

```
9
Properties=species:S:1:pos:R:3:forces:R:3
C 1.68881 1.91602 -0.17936 -1.15 -2.63 1.18
C -2.11523 -1.28131 -0.06489 -2.45 -1.83 3.41
N 2.34295 2.84349 -0.41447 -0.10 -0.12 -0.34
N 0.84441 1.00352 0.45096 0.82 3.61 -0.28
N 0.66173 -0.23968 0.17362 0.34 0.08 0.48
O -2.72208 -1.76622 0.83531 1.27 0.75 -1.16
O 1.31192 -0.86020 -0.66962 -0.44 -0.26 0.02
O -1.79367 -0.86158 -1.06900 0.79 1.06 -2.70
O -0.21885 -0.75405 0.93747 0.93 -0.65 -0.60
```
Forces are in eV/Å.


# C2O3S

2 unconnected molecules or ions with the total composition C2O3S in a non-equilibrium geometry (the ωB97M-V functional and the def2-TZVPD basis, the Open Molecules 2025 dataset).

The LUMO energy is 0.345 eV. The calculation puts the HOMO energy at -10.9186 eV. For the energy relative to the best compared isomer or geometry (same formula, charge and spin), the calculation gives 14.5 kJ/mol.

```
6
Properties=species:S:1:pos:R:3:forces:R:3
O 0.85676 -1.41382 2.05753 -0.74 -0.63 0.36
C 0.59794 -0.29096 1.96767 1.64 -0.12 -0.58
O 0.56435 0.84819 1.79167 -0.90 0.76 0.25
O -2.27077 0.83056 -1.85968 -0.48 0.01 -0.04
C -1.15331 0.57421 -1.76262 -2.45 0.66 -0.21
S 0.31869 0.27442 -1.63588 2.93 -0.69 0.22
```
Forces are in eV/Å.


# C2O3S

2 unconnected molecules or ions with the total composition C2O3S in a non-equilibrium geometry (the ωB97M-V functional and the def2-TZVPD basis, the Open Molecules 2025 dataset).

The LUMO energy is 0.307 eV. The calculation puts the HOMO energy at -10.6145 eV. For the energy relative to the best compared isomer or geometry (same formula, charge and spin), the calculation gives 22.6 kJ/mol.

```
6
Properties=species:S:1:pos:R:3:forces:R:3
O -3.05465 0.15050 0.59840 -1.51 -0.14 0.58
C -2.20646 -0.11098 -0.12718 0.79 0.79 0.54
O -1.25274 -0.25413 -0.75220 0.40 -0.56 -1.22
O 2.91326 1.13674 0.07964 -1.79 -1.75 -0.63
C 2.20262 0.19659 0.02684 2.26 1.94 0.99
S 1.39798 -1.11873 0.17449 -0.15 -0.29 -0.26
```
Forces are in eV/Å.


# C2S3

2 unconnected molecules or ions with the total composition C2S3 (the ωB97M-V functional and the def2-TZVPD basis, the Open Molecules 2025 dataset).

The LUMO energy is -0.287 eV. The calculation puts the HOMO energy at -9.6856 eV. For the energy relative to the best compared isomer or geometry (same formula, charge and spin), the calculation gives 0.0 kJ/mol.

```
5
Properties=species:S:1:pos:R:3:forces:R:3
C -1.12961 0.50044 -1.28440 -0.02 -0.01 0.05
C 1.44750 -1.45091 1.75544 -0.01 -0.07 0.00
S -1.40379 -0.29380 0.01819 -0.01 0.09 -0.18
S -0.85197 1.29601 -2.58666 -0.02 -0.07 0.11
S 1.93786 -0.05173 2.09743 0.05 0.07 0.03
```
Forces are in eV/Å.


# C2S6Si

2 unconnected molecules or ions with the total composition C2S6Si in a non-equilibrium geometry (the ωB97M-V functional and the def2-TZVPD basis, the Open Molecules 2025 dataset).

The LUMO energy is -1.341 eV. The calculation puts the HOMO energy at -9.4253 eV.

```
9
Properties=species:S:1:pos:R:3:forces:R:3
C 1.62049 -1.71715 0.86270 1.23 0.82 -0.49
C -3.02112 1.04665 -0.62612 0.18 -0.91 0.40
Si 1.31849 0.74388 -0.20745 -0.25 -1.23 0.13
S 2.13363 -3.13304 1.44728 -0.73 0.68 -0.21
S -2.59366 -0.31786 -0.03467 0.18 -0.22 0.12
S 1.04477 -1.35265 -0.81344 0.06 0.56 0.84
S 1.99467 -0.08813 1.66024 -0.56 -0.39 -0.62
S 0.98626 2.44285 -1.08249 0.18 -0.48 0.34
S -3.48353 2.37546 -1.20606 -0.31 1.16 -0.50
```
Forces are in eV/Å.


# C30H14Cl4KN6O2Se

A molecular structure, C30H14Cl4KN6O2Se in a non-equilibrium geometry (the ωB97M-V functional and the def2-TZVPD basis, the Open Molecules 2025 dataset).

The LUMO energy is 1.129 eV. The calculation puts the HOMO energy at -4.4265 eV. As for the net charge: -1.

```
58
Properties=species:S:1:pos:R:3:forces:R:3
K 0.21905 0.22577 -1.22221 -0.14 -0.27 0.22
Se -8.31001 2.44068 0.72545 0.35 -0.22 -0.02
N -6.83634 3.40730 0.35805 1.06 -1.74 -0.29
C -5.84937 2.52304 0.12073 -1.75 2.16 0.36
C -4.48283 3.00101 -0.15059 0.12 -1.48 -0.91
C -4.06381 4.35349 -0.40098 -0.54 -1.62 0.15
C -2.72165 4.54487 -0.56241 0.45 -0.81 -0.64
C -1.84175 3.43872 -0.67833 -0.94 -0.24 0.44
N -2.23707 2.19718 -0.53209 -1.18 -0.88 -0.37
C -3.56621 1.92467 -0.31789 0.87 2.54 0.79
C -3.94868 0.51076 -0.18796 0.85 0.41 -0.56
N -2.90470 -0.31343 -0.31259 -0.31 -0.22 0.13
C -3.15139 -1.59945 -0.23277 0.34 -0.11 0.12
C -4.42550 -2.16068 -0.04342 1.17 -0.11 -0.24
C -5.47664 -1.31183 0.11910 1.10 0.90 -0.43
C -5.24504 0.07816 0.00377 -0.24 -0.34 0.58
C -6.25681 1.10627 0.22031 2.19 0.54 -0.38
N -7.45574 0.84421 0.54987 -1.93 0.51 0.26
H -4.80441 5.12824 -0.59996 0.20 -0.09 0.63
H -2.30206 5.49076 -0.76758 0.20 1.06 -0.16
H -0.80745 3.49735 -0.96527 0.46 0.65 0.11
H -2.23692 -2.16248 -0.28245 0.06 -0.74 -0.23
H -4.44961 -3.24466 -0.05138 -0.47 0.10 0.23
H -6.41489 -1.69787 0.33968 -1.75 -0.35 0.24
Cl -1.64220 -5.02415 -1.40101 0.51 0.26 0.52
C -0.24130 -4.70184 -0.34635 -0.70 1.23 -0.77
C 0.41010 -5.76493 0.21531 1.66 -0.15 0.89
C 1.56381 -5.58290 0.96292 -0.58 -0.20 0.28
Cl 2.39680 -6.97083 1.58654 0.16 -0.47 0.19
C 2.07202 -4.30354 1.26227 1.26 -0.36 -0.73
C 3.28161 -3.97785 1.95335 -0.50 1.63 -0.05
C 3.67057 -2.62010 2.02619 1.67 -1.46 2.96
C 2.87477 -1.60735 1.55407 -1.58 -1.82 -1.41
N 1.83747 -1.97756 0.85167 -1.43 1.22 -1.09
C 1.44086 -3.24074 0.61235 0.18 1.13 1.01
C 0.24051 -3.37592 -0.20141 -0.64 1.51 -1.05
O -0.23572 -2.30260 -0.72594 -0.05 -1.77 0.21
H 0.10269 -6.76850 0.05124 -0.41 -0.61 -0.21
H 3.80673 -4.74749 2.50226 0.20 0.06 -0.18
H 4.48003 -2.29138 2.74244 -0.49 -0.81 -1.07
H 2.94844 -0.55741 1.67466 0.75 0.81 0.35
Cl 1.47898 5.16603 -0.45153 -0.03 0.33 -0.14
C 2.71604 3.97021 -0.58691 1.31 -0.25 0.19
C 4.02358 4.21136 -0.09848 -0.47 2.82 0.76
C 5.01782 3.31663 -0.02402 -0.80 -1.97 -0.59
Cl 6.56784 3.63970 0.56188 1.29 0.96 0.62
C 4.75876 1.95801 -0.40712 0.00 0.75 0.32
C 5.69970 0.92384 -0.25597 0.62 -0.42 -0.29
C 5.30252 -0.31801 -0.74213 -0.34 0.50 0.56
C 4.03042 -0.44070 -1.33310 0.48 0.85 0.97
N 3.13679 0.51713 -1.43286 0.14 -1.03 0.03
C 3.46943 1.69458 -0.93271 0.58 1.38 -0.98
C 2.46271 2.75829 -1.20018 -1.55 -1.53 -0.13
O 1.40688 2.41206 -1.83422 0.51 0.97 0.59
H 4.26541 5.24499 0.26237 -0.40 -0.95 -0.33
H 6.72478 1.16996 0.18207 -1.69 -0.69 -0.61
H 5.81484 -1.24730 -0.54885 0.53 0.08 -0.21
H 3.68613 -1.38375 -1.60786 -0.35 -1.64 -0.68
```
Forces are in eV/Å.


# C30H16IN5S2V

A molecular structure, C30H16IN5S2V in a non-equilibrium geometry (the ωB97M-V functional and the def2-TZVPD basis, the Open Molecules 2025 dataset).

The LUMO energy (alpha / beta) is 3.808 / 3.811 eV. The calculation puts the HOMO energy (alpha / beta) at -0.2608 / -0.1918 eV. As for the net charge: -2. The spin multiplicity is 2.

```
55
Properties=species:S:1:pos:R:3:forces:R:3
V 0.16572 0.75178 0.23825 -0.13 -0.75 -0.48
N -2.11425 -8.37527 -3.13742 0.00 0.08 0.02
C -1.92021 -7.28660 -2.80677 -0.07 -0.51 -0.11
C -1.67409 -5.94908 -2.40705 0.14 0.71 0.21
C -0.45710 -5.58528 -1.80730 -0.18 -0.24 -0.13
C -0.21579 -4.27863 -1.45664 -0.03 0.14 0.08
C -1.17022 -3.26122 -1.66288 -0.07 -0.26 -0.08
C -2.39362 -3.64856 -2.24323 0.12 0.13 0.00
C -2.63650 -4.95144 -2.61383 0.01 -0.31 -0.04
C -0.87693 -1.88722 -1.28403 0.21 0.70 0.22
C -1.86838 -1.10892 -0.62554 -0.31 -0.54 0.05
C -3.19248 -1.44969 -0.26756 0.03 -0.04 0.01
C -3.79614 -0.28118 0.21384 0.29 0.16 -0.08
C -2.83540 0.72191 0.17834 -0.63 0.14 -0.14
N -1.65542 0.22707 -0.28892 0.28 0.01 0.59
C 0.38586 -1.34648 -1.67978 -0.11 -0.53 -0.34
C 1.28166 -1.87310 -2.63294 -0.04 -0.03 0.02
C 2.28639 -0.91822 -2.83003 -0.12 0.13 0.24
C 2.01303 0.14223 -1.98263 0.26 0.03 -0.56
N 0.86217 -0.09590 -1.29101 0.65 -0.43 -0.48
H 0.28120 -6.35310 -1.61108 0.04 0.03 -0.01
H 0.71806 -4.01350 -0.97968 0.02 0.02 -0.02
H -3.14126 -2.89208 -2.43454 0.00 0.01 0.01
H -3.57679 -5.22308 -3.07894 0.00 0.04 -0.02
H -3.64315 -2.42562 -0.33490 -0.01 0.02 -0.03
H -4.81305 -0.17128 0.56157 -0.01 0.01 0.01
H -2.93020 1.75640 0.46854 0.09 -0.04 0.06
H 1.17791 -2.81502 -3.14568 -0.02 -0.01 0.01
H 3.13997 -0.99394 -3.48734 0.00 0.00 -0.01
H 2.58351 1.04265 -1.83360 -0.02 -0.01 0.09
I 0.08473 3.12151 -2.21286 0.20 0.25 0.43
C 0.70820 4.25159 -0.52533 -0.11 -0.13 -0.66
C 1.37631 5.42440 -0.74934 -0.05 -0.09 0.05
C 1.64137 6.27629 0.33767 0.01 0.07 0.10
C 1.18204 5.95583 1.58449 0.00 0.06 0.00
C 0.49957 4.74147 1.82294 0.05 -0.13 -0.36
C -0.00654 4.42031 3.10173 -0.16 -0.19 0.19
C -0.68739 3.25045 3.29315 0.10 0.29 0.20
C -0.80405 2.30913 2.25394 -0.14 0.09 -0.41
C -0.26764 2.52820 0.99433 -0.29 1.30 0.71
C 0.30390 3.81427 0.75414 -0.05 0.27 0.37
H 1.68272 5.70291 -1.74805 -0.04 0.00 -0.01
H 2.18137 7.20095 0.17158 -0.01 0.00 0.00
H 1.32950 6.63532 2.41732 0.04 -0.01 0.00
H 0.13914 5.12036 3.91713 0.00 0.01 -0.01
H -1.11193 3.02602 4.26537 0.02 -0.02 0.00
H -1.31694 1.37891 2.46817 0.07 -0.04 0.01
S 2.48669 1.28033 1.07159 0.00 0.14 -0.08
C 2.14450 0.02020 2.16065 0.23 -0.09 0.30
S 0.58795 -0.71849 1.97496 -0.12 -0.45 0.15
C 3.02859 -0.39094 3.16042 -0.22 0.05 -0.22
C 2.69836 -1.40817 4.08817 -0.12 -0.23 0.22
N 2.45938 -2.22330 4.87177 0.02 0.04 -0.06
C 4.30974 0.19211 3.31485 0.28 0.14 -0.01
N 5.36591 0.63269 3.47399 -0.07 0.00 -0.01
```
Forces are in eV/Å.


# C30H18Cl5FN4O3SY

A molecular structure, C30H18Cl5FN4O3SY (the ωB97M-V functional and the def2-TZVPD basis, the Open Molecules 2025 dataset).

The LUMO energy is -2.877 eV. The calculation puts the HOMO energy at -11.0806 eV. As for the net charge: +1.

```
63
Properties=species:S:1:pos:R:3:forces:R:3
Y 0.32434 -0.18712 -0.08118 0.62 -0.27 0.10
C 2.33254 -3.66334 -6.55505 0.09 0.00 -0.10
C 1.11116 -4.25524 -5.87263 -0.12 0.07 0.28
C 1.06854 -5.77442 -5.88864 -0.03 0.01 -0.08
C 2.23276 -6.34813 -5.09783 0.04 -0.02 0.03
C 2.29232 -5.74273 -3.72077 -0.01 0.06 0.13
C 2.92638 -6.39046 -2.68827 -0.01 0.01 -0.01
C 2.95899 -5.83148 -1.40921 0.08 -0.14 -0.02
F 3.60219 -6.51172 -0.45073 -0.02 0.03 0.01
C 2.35730 -4.64763 -1.11254 -0.05 0.06 -0.04
C 1.69828 -3.96296 -2.14696 0.01 -0.08 0.08
C 1.03277 -2.70962 -1.86449 -0.14 0.18 0.16
O 1.07454 -2.22264 -0.68650 0.04 0.13 -0.09
C 0.38891 -2.06327 -2.94047 0.02 -0.07 -0.34
C 0.45817 -2.62326 -4.19493 0.06 -0.04 0.00
N 1.04375 -3.78764 -4.45806 0.14 -0.10 0.06
C 1.68061 -4.49860 -3.44110 -0.10 0.03 -0.35
C -0.31185 -0.73633 -2.81475 -0.35 -0.13 0.20
O -0.20894 0.09480 -3.69287 -0.08 0.00 -0.11
O -0.98577 -0.57935 -1.69622 0.18 0.20 -0.51
H 2.39623 -4.03797 -7.57758 0.00 0.03 0.01
H 3.25540 -3.92988 -6.03880 -0.03 -0.01 0.03
H 2.27460 -2.57557 -6.59603 -0.03 0.00 0.02
H 0.20369 -3.86468 -6.33268 0.02 -0.03 -0.08
H 1.09445 -6.11158 -6.92492 0.02 -0.01 0.01
H 0.12094 -6.11270 -5.46405 0.01 0.01 0.03
H 3.17552 -6.16264 -5.61891 -0.01 0.01 -0.01
H 2.14202 -7.43043 -5.00808 -0.02 0.00 -0.01
H 3.40096 -7.35028 -2.85111 0.00 0.01 0.01
H 2.37360 -4.24071 -0.11230 -0.01 0.01 -0.01
H 0.02142 -2.11283 -5.04451 -0.03 0.06 0.05
Cl -0.94713 2.70256 1.49054 0.14 -0.37 0.16
C -0.49599 1.44376 2.65814 -0.22 0.44 0.08
C -0.20759 0.18925 2.17161 -0.15 0.11 0.10
C 0.12518 -0.75805 3.11017 0.11 -0.53 0.25
Cl 0.48662 -2.39335 2.51700 -0.08 0.46 0.03
C 0.18251 -0.51486 4.47766 -0.06 0.03 -0.02
Cl 0.60337 -1.74699 5.59614 0.00 0.03 -0.04
C -0.12710 0.77323 4.92239 0.03 0.00 0.10
Cl -0.08137 1.12738 6.60048 0.00 0.00 -0.03
C -0.47505 1.77258 4.00948 0.01 -0.02 -0.01
Cl -0.86181 3.35222 4.55860 0.01 -0.02 -0.02
N 4.52683 1.41343 -0.61586 -0.04 -0.21 0.13
C 4.99668 0.27888 0.04434 0.17 0.28 -0.14
C 6.28312 -0.13510 0.37042 -0.05 -0.10 0.04
C 6.37942 -1.33281 1.04929 -0.02 -0.03 0.01
C 5.23946 -2.08164 1.39202 0.00 0.00 0.00
C 3.96840 -1.65931 1.06402 0.04 0.02 -0.01
C 3.86102 -0.45388 0.37246 -0.25 -0.08 0.07
N 2.72840 0.22952 -0.08016 0.07 -0.04 0.08
C 3.18281 1.32185 -0.65199 -0.04 0.35 -0.22
C 2.27796 2.27943 -1.28935 0.08 -0.28 0.20
C 2.55088 3.41875 -1.97252 -0.07 0.01 -0.02
S 1.09268 4.08238 -2.56504 0.09 0.15 -0.10
C 0.21984 2.81034 -1.87646 -0.10 -0.18 0.11
N 0.94498 1.94267 -1.22365 -0.05 0.00 -0.21
H 5.07867 2.16587 -0.98978 0.03 -0.01 0.01
H 7.16092 0.44140 0.11300 -0.02 0.02 0.00
H 7.35593 -1.70268 1.33114 -0.01 0.00 0.00
H 5.36014 -3.01079 1.93268 0.04 0.01 0.00
H 3.09092 -2.22754 1.34099 -0.01 0.02 -0.02
H 3.50164 3.88647 -2.16733 -0.01 0.00 0.01
H -0.85204 2.72719 -1.98405 0.01 -0.02 0.01
```
Forces are in eV/Å.